ORCA calculation (ωB97M-V with the def2-TZVPD basis set) on C23H75GaN27O14 as an isolated structure.

```
140
Properties=species:S:1:pos:R:3:forces:R:3
C 0.50390 -3.33418 2.89245 -1.274 1.169 -0.774
C -0.40468 -2.45144 2.26397 -0.064 -1.980 1.406
Ga -0.72146 -2.74836 0.23608 -0.354 -0.250 -0.127
C -1.90274 -1.30641 -0.63854 -1.048 0.404 0.393
C 1.12593 -2.73890 -0.66396 0.778 0.191 0.300
C 1.86960 -1.35112 -0.66898 0.510 -0.281 0.118
C 1.17664 -0.23703 -1.54281 0.896 -0.498 0.654
C 2.17175 -0.76934 0.76858 0.557 0.695 -0.922
C -1.60377 -4.57108 0.00330 0.012 -0.760 -0.487
C -2.96788 -4.85777 0.69419 0.257 -0.580 -0.316
O -2.80301 -6.05940 1.52130 -0.144 0.203 -0.255
C -3.63495 -3.76050 1.57769 -1.127 -0.111 0.206
N -5.03264 -3.52322 1.04391 0.644 0.156 0.418
H 0.25083 -4.42677 2.87360 1.294 0.741 -1.214
H 1.46798 -3.00252 3.35558 -1.273 -0.263 0.998
H -0.92343 -1.66182 2.86976 1.858 0.794 -0.800
H -1.60930 -0.25239 -0.37945 -0.226 -0.886 -0.389
H -2.94730 -1.43549 -0.21808 0.826 0.181 -0.412
H -2.01046 -1.42158 -1.75030 0.293 0.167 0.819
H 1.78296 -3.45336 -0.07996 -0.578 0.564 -0.446
H 1.11515 -3.12955 -1.71609 -0.146 0.390 0.762
H 2.88733 -1.52929 -1.13500 -0.801 0.222 0.340
H 0.75123 -0.72058 -2.45172 0.134 0.623 0.615
H 1.98641 0.49868 -1.82250 -0.887 -0.493 0.071
H 0.43438 0.29636 -0.90635 0.281 -0.354 -0.801
H 1.25418 -0.42755 1.30530 0.585 -0.573 -0.295
H 2.79796 0.15853 0.59506 -0.547 -0.738 0.286
H 2.80513 -1.44382 1.39510 -0.780 0.330 -0.393
H -1.72581 -4.76059 -1.10563 0.089 0.122 0.998
H -0.87059 -5.36133 0.34048 -0.728 0.721 -0.178
H -3.71228 -5.16745 -0.09777 0.501 0.666 0.697
H -3.69702 -6.36416 1.72056 0.126 0.056 0.058
H -3.12893 -2.77453 1.66359 0.243 -0.962 -0.106
H -3.79854 -4.18641 2.60724 0.492 0.475 -0.879
H -5.45568 -2.84430 1.68377 0.002 -0.119 -0.485
H -4.90255 -3.05320 0.14651 -0.260 0.024 0.220
C 2.86573 -3.31816 -4.55615 -0.122 0.316 0.089
O 2.12320 -2.52281 -4.00449 0.125 -0.011 -0.155
N 3.88971 -2.93349 -5.36269 -0.123 0.209 -0.451
N 2.73089 -4.66633 -4.40322 -0.211 -0.467 0.168
H 4.51185 -3.57395 -5.81626 0.138 0.031 0.203
H 4.02323 -1.94867 -5.49677 0.049 -0.057 0.076
H 1.98505 -4.98736 -3.81098 0.045 0.061 0.003
H 3.32823 -5.33989 -4.84271 0.040 0.063 0.009
C -1.68143 3.01851 -1.65265 0.331 -0.317 0.149
O -0.48550 3.27549 -1.69657 -0.196 0.109 -0.042
N -2.57917 3.81380 -1.00517 -0.101 0.468 0.188
N -2.22240 1.92260 -2.24672 0.063 0.063 -0.446
H -3.56222 3.62185 -0.95751 0.039 -0.083 0.011
H -2.22037 4.63682 -0.55486 -0.028 -0.026 -0.056
H -1.59430 1.30814 -2.73658 -0.038 -0.127 0.192
H -3.20104 1.69816 -2.22089 0.044 -0.128 0.115
C -4.07804 3.28929 -5.45844 -0.282 -0.123 -0.026
O -4.97333 2.67529 -4.88888 0.147 0.105 0.034
N -4.17932 3.71489 -6.74498 -0.211 0.221 -0.269
N -2.90217 3.59832 -4.84853 0.164 0.305 0.446
H -3.44989 4.22116 -7.22529 0.068 -0.221 -0.063
H -5.03227 3.50575 -7.22997 0.035 -0.062 0.086
H -2.78745 3.29833 -3.89349 0.141 -0.162 -0.165
H -2.15653 4.09975 -5.29539 -0.031 -0.087 -0.114
C -1.84390 -1.25828 5.81071 0.398 0.025 -0.525
O -2.14127 -0.52203 4.87935 -0.117 -0.005 0.325
N -2.65704 -1.42897 6.89504 -0.558 0.083 0.434
N -0.68933 -1.96762 5.85490 0.424 0.314 -0.054
H -2.43383 -2.02645 7.66879 0.115 -0.028 -0.085
H -3.52280 -0.92218 6.90273 0.056 -0.038 -0.043
H -0.06007 -1.87478 5.07328 -0.209 -0.260 -0.151
H -0.43409 -2.57374 6.61476 -0.128 -0.126 0.017
C -0.55739 -4.29058 9.19628 0.000 -0.120 0.122
O -0.13514 -3.82132 8.14653 0.044 -0.019 0.089
N 0.04777 -4.07051 10.39230 0.303 0.262 0.092
N -1.66689 -5.07291 9.25238 -0.313 -0.050 -0.313
H -0.28086 -4.44636 11.26108 -0.007 -0.044 -0.047
H 0.87211 -3.49635 10.39039 -0.028 -0.051 0.008
H -2.14158 -5.25855 8.38591 0.031 -0.014 0.046
H -2.02869 -5.46781 10.09933 0.059 -0.002 0.000
C 3.59585 2.46080 2.71269 -0.145 -0.195 0.027
O 4.21386 1.63134 3.36787 0.007 0.002 0.086
N 4.19462 3.24185 1.77361 0.389 0.158 -0.097
N 2.26169 2.66828 2.86582 -0.156 0.016 0.310
H 3.70879 3.92467 1.22413 -0.056 -0.078 -0.017
H 5.17992 3.11372 1.63158 -0.070 -0.031 -0.036
H 1.78520 2.10648 3.54801 -0.038 -0.024 -0.127
H 1.73713 3.33930 2.33749 0.004 -0.083 -0.087
C -1.69439 5.77828 -8.96238 0.056 -0.073 0.058
O -1.96977 4.72324 -8.40613 0.036 0.224 -0.027
N -2.64657 6.65874 -9.37462 -0.388 0.058 -0.014
N -0.41369 6.15584 -9.21362 0.322 -0.141 0.028
H -2.44294 7.52701 -9.83137 0.038 -0.026 0.015
H -3.60478 6.41102 -9.20448 0.050 0.029 -0.014
H 0.31459 5.52834 -8.92176 -0.039 0.038 -0.005
H -0.16362 7.01357 -9.66706 -0.040 -0.007 0.008
C -3.48001 7.58994 -1.91080 0.284 -0.103 -0.009
O -2.28401 7.84464 -1.95377 -0.206 0.068 0.009
N -4.37816 8.38778 -1.26729 -0.166 0.420 0.279
N -4.01891 6.49189 -2.50027 -0.008 -0.254 -0.335
H -5.36208 8.19601 -1.22195 0.027 -0.055 -0.092
H -4.02019 9.21066 -0.81829 0.000 -0.064 -0.018
H -3.38893 5.87596 -2.98658 -0.068 -0.061 0.066
H -4.99872 6.26775 -2.47621 -0.017 0.081 -0.115
C -6.80103 8.55420 -4.53111 0.077 -0.285 0.134
O -7.06814 7.50909 -3.95704 0.015 0.183 0.060
N -7.76233 9.42258 -4.95378 -0.441 0.145 -0.052
N -5.52419 8.93725 -4.79524 0.427 -0.106 -0.017
H -7.56704 10.28442 -5.42592 0.040 -0.029 0.011
H -8.71741 9.17066 -4.77477 0.061 0.000 -0.012
H -4.78894 8.31747 -4.49689 -0.035 0.034 0.021
H -5.28177 9.78902 -5.26377 -0.039 0.001 0.028
C 6.79423 -4.12819 -3.09673 -0.317 0.239 0.019
O 6.54439 -3.39122 -4.03976 0.259 -0.181 0.014
N 5.95137 -4.26878 -2.03999 -0.259 0.111 0.039
N 7.93711 -4.86910 -3.02674 0.409 -0.194 -0.181
H 6.13362 -4.86566 -1.25590 -0.001 0.020 -0.005
H 5.09716 -3.73612 -2.05875 0.017 -0.047 0.039
H 8.58223 -4.78849 -3.79101 -0.037 0.017 0.053
H 8.16087 -5.47849 -2.26337 -0.048 0.035 0.013
C 4.12796 -1.74616 6.28257 0.232 -0.057 -0.111
O 4.73003 -2.59090 6.93952 -0.139 0.034 0.017
N 4.73359 -0.97172 5.34777 0.148 0.133 -0.104
N 2.79609 -1.51496 6.43494 -0.355 -0.096 0.337
H 4.25462 -0.27719 4.79609 0.095 0.046 -0.067
H 5.71657 -1.10993 5.20526 -0.057 0.004 -0.019
H 2.31053 -2.07389 7.11331 -0.053 0.026 -0.088
H 2.28281 -0.82814 5.91465 0.040 -0.040 -0.053
C 2.21900 -7.65534 7.78759 -0.009 -0.260 0.001
O 2.19789 -8.85755 8.01909 0.010 0.171 0.021
N 3.34010 -6.89848 7.94293 0.309 0.100 0.158
N 1.12541 -6.97236 7.35582 -0.348 0.133 0.011
H 3.37983 -5.91232 7.75768 0.003 -0.015 -0.070
H 4.16822 -7.36766 8.25965 -0.043 0.023 -0.047
H 0.27943 -7.49626 7.22818 0.071 0.014 -0.059
H 1.12283 -5.98607 7.16164 -0.015 -0.011 -0.024
C 5.23890 2.69017 -3.47450 0.233 -0.004 -0.061
O 6.32803 3.16483 -3.77265 -0.171 -0.013 0.044
N 4.17962 3.46218 -3.10361 -0.216 0.333 0.103
N 4.99187 1.35411 -3.48739 0.044 -0.339 -0.099
H 3.27864 3.09386 -2.85521 0.020 -0.034 -0.002
H 4.32249 4.45476 -3.08203 -0.007 -0.060 -0.014
H 5.74724 0.74935 -3.75493 -0.038 0.014 0.054
H 4.10553 0.94679 -3.24564 0.013 0.005 0.040
```
Positions in Å, forces in eV/Å.

Frontier orbital gap (Eh): 0.1666
Max |F| (Eh/bohr): 0.0472
LUMO (hartree): 0.047
Total energy (eV): -146352.8581
Net charge: -1
Highest occupied orbital energy (eV): -3.2